[1]
168
Properties=species:S:1:pos:R:3:forces:R:3 method="wB97M-V/def2-TZVPD" smiles="COC[C@H](C)N.COC[C@H](C)N.COC[C@H](C)N.COC[C@H](C)N.COC[C@H](C)N.COC[C@H](C)N.COC[C@H](C)N.COC[C@H](C)N.NC(N)=O.NC(N)=O.NC(N)=O.NC(N)=O" total_charge=0 homo_lumo_gap_ev=8.61 lumo_energy_ev=0.193 energy_ev=-87428.69865 de_lowest_kj_mol=170.0 spin_multiplicity=1 max_force_ev_per_a=5.2
C -22.27251 13.45070 11.67144 -0.5 0.2 -0.8
C -23.66964 13.55384 12.25507 0.5 0.4 0.4
C -24.66337 13.14966 11.20101 -0.8 -1.0 0.1
O -24.56981 11.74703 11.11488 -0.5 -0.4 -0.5
C -25.49522 11.21227 10.20422 0.3 -0.8 -0.9
N -23.74548 12.81016 13.51410 -0.7 0.5 0.3
H -21.43657 13.65228 12.31707 0.0 0.4 0.6
H -22.30476 14.17461 10.85459 0.7 -0.1 -0.2
H -22.10725 12.45986 11.26218 -0.1 -0.2 -0.2
H -23.92641 14.61201 12.41035 0.4 -0.1 0.6
H -24.45067 13.60257 10.23139 0.2 0.2 -0.2
H -25.71784 13.41054 11.44950 0.5 0.1 0.2
H -25.45101 10.11443 10.25731 -0.1 0.4 0.3
H -25.25291 11.43428 9.15033 0.2 0.3 0.2
H -26.51657 11.57324 10.34312 -0.1 0.0 0.4
H -23.71048 11.80509 13.38397 0.2 0.1 -0.5
H -24.66947 12.95915 13.90818 0.0 0.1 0.2
C -15.12498 12.90345 13.95628 0.8 -0.1 -0.6
C -13.83686 13.72532 14.26157 -2.0 1.8 0.1
C -13.94007 15.04209 13.40339 0.3 -0.6 -0.1
O -13.70626 14.83408 12.01516 0.3 -0.2 0.1
C -12.33946 14.51696 11.80579 -0.6 -0.7 0.3
N -13.96033 14.20085 15.67450 0.1 -0.4 -2.0
H -15.95980 13.14634 14.62419 0.4 0.1 0.0
H -14.91915 11.83257 14.01046 -0.1 0.0 0.1
H -15.46755 13.11680 12.93356 0.1 -0.2 0.2
H -12.92157 13.18109 14.00450 -0.2 -0.1 0.4
H -13.25021 15.84758 13.70551 -0.1 -0.3 0.5
H -14.96850 15.39057 13.47478 0.0 0.1 0.2
H -11.69988 15.36332 11.98128 0.4 0.6 -0.1
H -12.27561 14.12376 10.81317 0.3 0.1 -0.8
H -12.00034 13.71267 12.46952 0.0 0.1 -0.1
H -13.04215 14.40054 16.02522 0.0 -0.3 0.9
H -14.56145 13.53434 16.13678 0.6 0.2 0.8
C -15.20450 11.96719 4.54296 -0.9 0.0 2.3
C -15.68744 11.00463 5.68847 1.0 1.5 -0.1
C -15.33374 9.61832 5.37099 0.5 -0.6 1.5
O -15.89683 9.29492 4.16437 -0.6 -1.5 -1.2
C -15.60079 7.93586 3.84755 -0.7 -0.1 1.2
N -15.17373 11.35142 7.03028 -0.3 1.5 -0.4
H -14.12489 12.10472 4.57539 0.1 -0.1 0.0
H -15.70543 12.92730 4.76092 0.3 -0.2 -0.6
H -15.50580 11.51217 3.63232 -0.3 0.1 -1.0
H -16.76703 11.01057 5.78249 -0.3 0.3 -0.2
H -15.69209 9.02866 6.23648 -0.1 -0.4 -0.5
H -14.24981 9.48026 5.35377 0.4 0.0 -0.1
H -15.89830 7.27785 4.68323 0.0 0.2 0.0
H -14.53388 7.82116 3.76088 0.5 -0.2 -0.5
H -16.17806 7.56905 3.01064 0.2 0.4 -0.5
H -14.15997 11.40082 7.03424 0.3 -0.5 -0.1
H -15.37462 12.36488 7.10192 -0.2 -0.7 0.5
C -21.27365 16.12930 7.75890 -0.3 1.2 -0.5
C -20.85058 15.58960 6.43867 -0.5 -1.0 -1.6
C -21.81812 14.45487 6.06409 0.5 0.7 -1.0
O -21.39483 13.81683 4.84025 -0.4 0.0 1.3
C -20.77447 12.61989 5.18372 2.0 -1.1 -0.9
N -20.89832 16.58044 5.35630 -0.3 -0.3 -0.6
H -20.64740 16.97824 8.05541 0.1 -0.3 0.4
H -21.32641 15.31812 8.46336 0.1 0.0 0.7
H -22.27279 16.54972 7.61442 -0.1 -0.1 0.2
H -19.86925 15.13584 6.45075 0.7 -0.2 0.5
H -22.78507 14.87776 5.84757 -0.5 0.3 0.0
H -21.92744 13.72694 6.86447 0.1 -0.2 0.1
H -19.80436 12.71469 5.72369 -0.4 0.6 -0.3
H -20.49020 12.11008 4.24368 -0.4 0.0 0.4
H -21.32761 11.95186 5.83717 -0.7 -0.1 -0.2
H -20.62163 16.15882 4.44114 -0.2 0.5 1.3
H -20.28452 17.35222 5.56569 0.3 0.0 -0.2
C -18.85224 10.13150 13.57553 -0.7 0.1 -0.6
C -17.47247 9.97821 12.95845 0.7 0.6 1.2
C -16.89689 8.72236 13.57373 0.1 -1.0 -1.9
O -16.66721 8.92478 14.92846 -0.3 -0.6 0.6
C -16.18007 7.77260 15.58895 -0.3 -0.5 0.0
N -17.33092 9.96839 11.51786 0.0 -0.3 -0.2
H -19.26896 11.15767 13.50818 0.1 -0.6 -0.1
H -18.74719 9.87996 14.64119 -0.3 0.2 -0.4
H -19.55000 9.39349 13.10770 0.4 0.5 0.3
H -16.82844 10.72998 13.43722 -0.2 0.5 -0.1
H -15.97401 8.46178 13.02334 0.1 0.0 0.3
H -17.60094 7.89074 13.33971 0.2 0.1 0.5
H -15.14664 7.61154 15.29847 0.4 0.0 0.2
H -16.70492 6.80946 15.34964 0.0 0.9 -0.1
H -16.28140 7.93494 16.66816 0.2 0.1 -0.3
H -16.34229 9.88979 11.26812 -0.2 -0.1 0.0
H -17.65509 10.80946 11.04927 -0.3 -0.1 0.2
C -12.63689 10.62504 11.98017 1.3 -0.5 -0.1
C -13.14993 11.21265 10.73364 -1.3 0.6 -2.4
C -12.07737 11.66245 9.76250 1.0 -1.1 0.3
O -12.60248 12.44802 8.74128 0.1 1.2 -1.4
C -11.62453 12.78107 7.71258 0.1 0.4 1.5
N -14.09233 10.35135 10.02226 -0.9 -0.4 0.7
H -11.99242 11.36570 12.42040 -0.3 0.6 1.0
H -11.88249 9.84314 11.83064 -0.6 -0.5 -0.3
H -13.49509 10.29910 12.54219 0.1 -0.2 0.7
H -13.73162 12.10232 10.99309 -0.1 0.1 0.1
H -11.68650 10.71726 9.33312 0.3 0.3 0.0
H -11.25573 12.14676 10.30359 0.1 0.3 -0.2
H -12.03598 13.38143 6.89193 -0.6 -0.7 0.2
H -11.16503 11.84161 7.41128 0.2 0.1 -0.5
H -10.84831 13.47568 8.11046 -0.2 -0.7 0.2
H -13.75217 9.47549 9.64375 0.4 0.2 0.2
H -14.65974 10.80598 9.31981 0.2 0.2 -0.1
C -18.92402 14.40222 14.20583 0.0 -0.2 0.9
C -18.77000 14.29451 15.72969 0.3 1.3 -0.6
C -18.62065 12.90212 16.15932 0.4 -1.8 0.3
O -19.70726 12.03148 15.92723 -1.1 -0.3 0.1
C -20.82995 12.35114 16.77060 0.6 0.5 -0.7
N -17.53413 14.95937 16.25684 -1.2 -0.8 0.4
H -19.78365 13.81708 13.88610 -0.3 0.1 0.1
H -18.07964 13.90480 13.71779 0.2 0.5 0.0
H -19.06900 15.45198 13.94803 0.2 -0.2 -0.5
H -19.65161 14.70446 16.21826 -0.2 0.3 -0.1
H -18.33905 12.91339 17.21305 -0.1 -0.2 0.4
H -17.76910 12.47766 15.62062 0.0 -0.2 0.0
H -20.37788 12.53570 17.73421 -0.5 0.2 0.7
H -21.64498 11.63487 16.82829 0.7 -1.0 -0.2
H -21.37712 13.20491 16.37936 0.3 0.6 0.1
H -17.78429 15.44785 17.11304 0.3 0.0 -0.3
H -17.15919 15.60171 15.60339 0.3 0.8 -0.6
C -17.02899 13.65611 10.65521 1.3 1.9 -0.7
C -18.10691 14.11776 9.68047 -1.0 0.8 -0.6
C -19.28303 13.15870 9.64752 0.0 -0.4 0.8
O -18.86317 11.81130 9.40042 -0.5 0.8 -0.6
C -18.98591 11.61447 8.01765 0.9 -1.6 -1.1
N -18.69307 15.48707 10.05799 0.7 -1.4 -0.4
H -17.41226 13.65704 11.66436 -0.1 -0.2 0.3
H -16.16999 14.38458 10.59984 -0.9 -0.2 0.3
H -16.49437 12.74843 10.39921 -0.6 -0.6 -0.1
H -17.75933 14.10734 8.62855 0.5 0.3 0.4
H -19.99777 13.42671 8.86191 -0.1 0.3 0.3
H -19.77334 13.14754 10.61693 -0.2 0.2 0.1
H -19.98492 11.62851 7.60627 -0.7 -0.1 0.6
H -18.56072 10.63874 7.76691 -0.1 -0.1 0.2
H -18.44831 12.30594 7.37139 0.5 0.6 0.4
H -19.29112 15.84679 9.30875 0.3 -0.3 0.3
H -17.94262 16.15993 10.16341 0.2 0.0 0.1
C -21.86376 9.31321 9.72579 0.9 1.0 -2.0
O -21.66991 9.65670 8.55148 -0.5 -0.4 1.3
N -22.71403 8.34055 10.12198 -0.7 -1.2 0.2
N -21.25868 9.87966 10.78314 1.1 1.0 0.5
H -22.83689 7.64753 9.41237 -0.3 -0.3 -0.3
H -22.36992 7.94542 10.98116 -0.5 -0.4 0.1
H -20.42731 10.40257 10.55868 0.2 0.3 -0.1
H -21.18997 9.35807 11.63717 0.0 0.1 0.2
C -16.36755 17.28965 5.60952 -1.1 0.4 -0.2
O -17.53216 17.62913 5.68180 -1.0 0.3 0.4
N -15.59243 16.93042 6.60646 0.8 -0.4 2.7
N -15.71687 17.18901 4.45781 0.8 0.3 -3.5
H -15.90818 17.13985 7.54242 0.3 -0.2 0.2
H -14.64390 16.64615 6.42517 -0.2 0.0 0.4
H -16.12083 17.64456 3.65527 -0.5 -0.2 0.1
H -14.74286 17.38466 4.45828 0.7 -0.1 0.2
C -18.80617 20.03681 8.57020 1.9 -0.2 2.1
O -18.31834 20.68583 9.49839 0.1 0.3 0.7
N -19.58632 20.59205 7.70698 -2.8 3.1 -2.7
N -18.56533 18.75531 8.37292 0.3 -2.7 -0.9
H -19.80303 21.56301 7.87149 0.1 -0.1 0.0
H -20.14564 20.15776 6.99850 0.2 -0.5 0.1
H -17.96952 18.28957 9.03523 0.4 0.1 0.3
H -18.50453 18.38409 7.42040 -0.1 0.2 0.4
C -15.60678 18.54889 10.68985 -3.8 1.3 -2.2
O -16.33503 17.80793 10.04105 -1.2 -0.7 -0.5
N -15.84913 19.86293 10.90520 0.1 1.7 -0.2
N -14.55416 18.12663 11.24106 4.6 -1.0 2.2
H -16.68847 20.24687 10.49289 -0.4 0.0 -0.4
H -15.04796 20.49740 10.87370 -0.5 -0.4 0.2
H -14.06330 18.84336 11.73319 0.6 -0.5 0.7
H -14.45004 17.15674 11.42593 0.5 -0.7 0.0

***

[2]
10
Properties=species:S:1:pos:R:3:forces:R:3 method="wB97M-V/def2-TZVPD" smiles="C=C=C(C=O)N=O" total_charge=0 homo_lumo_gap_ev=8.91 lumo_energy_ev=-1.218 energy_ev=-9775.88974 de_lowest_kj_mol=559.3 spin_multiplicity=1 max_force_ev_per_a=0.6
O 0.90296 -1.39148 -2.25412 -0.6 0.2 0.2
C -0.11296 -0.96141 -1.75900 0.3 -0.3 -0.1
C -0.14697 -0.38663 -0.38848 0.0 -0.2 0.1
N -1.32796 0.25371 0.03023 0.3 0.1 0.1
O -1.24318 0.86289 1.09257 -0.1 -0.2 -0.6
C 0.64026 0.63224 1.48341 -0.1 0.1 -0.2
C 0.88725 -0.26935 0.50050 -0.3 0.4 0.2
H -1.06952 -0.95093 -2.32299 0.1 0.1 0.2
H 0.54999 0.61151 2.56711 0.3 -0.4 -0.3
H 0.92013 1.59943 1.05077 0.0 0.2 0.4